C72H200N16O20 | ωB97M-V/def2-TZVPD

Positions of all 308 atoms, in Å:
C -0.346988 0.204653 4.503304
C -1.615842 0.202518 5.251718
C -1.717586 -0.784980 6.467030
O -1.673257 -2.153903 5.976647
C -1.734983 -3.036753 7.131093
N -1.701387 1.604489 5.626728
H -0.027632 -0.788398 4.187170
H 0.513937 0.624680 5.023391
H -0.514602 0.763817 3.582784
H -2.435872 0.003808 4.561673
H -2.663256 -0.651543 6.992386
H -0.870314 -0.546515 7.109962
H -1.028057 -2.776562 7.918915
H -1.442217 -4.026529 6.780766
H -2.728578 -3.087564 7.576381
H -2.512263 1.677324 6.224447
H -1.857959 2.150475 4.791573
C 5.762546 -1.558114 -4.037165
C 6.711984 -1.169350 -5.246862
C 7.995587 -2.022522 -5.302488
O 8.705522 -1.691024 -6.482433
C 9.221944 -0.368288 -6.512799
N 5.945918 -1.416458 -6.428741
H 6.266504 -1.444821 -3.077329
H 5.371044 -2.572848 -4.108845
H 4.802489 -1.050710 -3.942608
H 7.115253 -0.175369 -5.053282
H 7.656697 -3.052104 -5.417449
H 8.528579 -1.961225 -4.353667
H 9.825892 -0.083957 -5.651116
H 8.407684 0.350082 -6.607807
H 9.868877 -0.152313 -7.363048
H 5.504271 -2.314917 -6.562236
H 6.649524 -1.486447 -7.149943
C -1.316721 -3.930381 -1.649715
C -1.006597 -4.776410 -0.336743
C -0.045470 -5.950864 -0.565448
O -0.274221 -6.948716 0.424504
C 0.594103 -8.027144 0.434504
N -0.337139 -3.817754 0.485767
H -2.187435 -3.276775 -1.597102
H -1.549374 -4.538653 -2.523772
H -0.416881 -3.383060 -1.930490
H -1.927098 -5.058271 0.174485
H 0.932002 -5.470166 -0.525726
H -0.225261 -6.287391 -1.586488
H 0.468695 -8.672574 -0.434858
H 0.425250 -8.694829 1.279357
H 1.651392 -7.777067 0.522238
H -0.169560 -4.313220 1.349785
H -1.026750 -3.110045 0.694791
C 3.573049 0.168213 3.586706
C 4.035113 -1.283728 3.743081
C 3.160650 -2.044436 4.811294
O 3.471131 -1.412871 6.016241
C 2.739373 -1.879661 7.144182
N 3.896583 -1.909857 2.447981
H 4.248908 0.787822 2.997318
H 3.472539 0.713325 4.525242
H 2.559729 0.169012 3.185120
H 5.102749 -1.232876 3.956810
H 3.346246 -3.114336 4.906081
H 2.102392 -1.803008 4.711810
H 2.674461 -2.957592 7.292318
H 1.740205 -1.446541 7.190856
H 3.266488 -1.493255 8.016501
H 4.180844 -1.247993 1.740006
H 2.944935 -2.128285 2.189612
C -7.027025 -1.783565 -5.469568
C -7.912783 -2.679805 -4.736881
C -8.215686 -2.272188 -3.306363
O -7.048946 -2.515079 -2.499613
C -7.010809 -1.755168 -1.257422
N -8.982669 -2.861080 -5.632369
H -6.628468 -2.365268 -6.300750
H -6.223183 -1.338306 -4.883320
H -7.503519 -0.904523 -5.903561
H -7.306296 -3.584445 -4.693374
H -9.094315 -2.815623 -2.958813
H -8.436826 -1.207247 -3.235044
H -7.998823 -1.993127 -0.863348
H -7.041109 -0.665690 -1.241982
H -6.363511 -2.337686 -0.601850
H -8.558673 -2.931022 -6.546392
H -9.486672 -3.707608 -5.409927
C 4.410652 -3.717891 -1.457086
C 5.078510 -4.514843 -0.325580
C 6.281388 -5.336450 -0.956085
O 5.728605 -6.229030 -1.917865
C 6.536327 -7.228474 -2.471280
N 5.632197 -3.648553 0.715916
H 5.132383 -3.082499 -1.970383
H 3.831640 -2.889566 -1.048769
H 3.919265 -4.258028 -2.266347
H 4.372601 -5.203542 0.138609
H 6.722161 -5.794127 -0.070453
H 7.050243 -4.665719 -1.339588
H 5.919634 -8.022110 -2.893085
H 7.277398 -7.773972 -1.887027
H 7.185826 -6.951694 -3.301727
H 5.988074 -4.268665 1.429284
H 4.996536 -3.024159 1.191487
C 1.722534 -0.833422 -1.101077
C 0.945094 -0.518293 0.208943
C -0.534120 -0.320271 0.123023
O -0.727774 0.861715 -0.683209
C -2.144616 1.156464 -0.923011
N 1.327532 -1.555483 1.173015
H 2.806311 -0.753840 -1.016239
H 1.441427 -0.134322 -1.888685
H 1.519022 -1.836570 -1.475747
H 1.217594 0.450351 0.627939
H -1.012062 -0.150128 1.087758
H -0.950675 -1.150230 -0.447737
H -2.617156 0.472179 -1.627679
H -2.235030 2.142030 -1.379728
H -2.636903 1.107768 0.048265
H 1.059402 -2.403226 0.693912
H 0.783872 -1.524562 2.023643
C 1.065973 -6.112254 3.574084
C -0.148696 -7.012628 3.940509
C -0.270300 -7.219964 5.481944
O -1.143578 -8.234203 5.677603
C -1.970185 -8.076647 6.837425
N -1.440908 -6.509991 3.377091
H 1.426501 -6.390496 2.583783
H 1.819046 -6.338560 4.328911
H 0.711553 -5.082506 3.528089
H 0.058025 -7.947413 3.419417
H -0.629857 -6.220616 5.727118
H 0.672833 -7.417242 5.991531
H -2.703659 -8.878092 6.925712
H -2.472700 -7.113940 6.743727
H -1.328555 -8.058086 7.718370
H -2.138450 -7.232377 3.485269
H -1.227471 -6.322076 2.407957
C -4.242413 4.275243 -4.473387
C -4.496934 5.768000 -4.194241
C -4.172515 6.172491 -2.837027
O -4.419141 7.558630 -2.665552
C -3.930496 8.101125 -1.412234
N -3.626599 6.421480 -5.242787
H -4.708139 3.583409 -3.771555
H -3.211776 3.929034 -4.551005
H -4.649160 3.994542 -5.444913
H -5.497487 6.085076 -4.488262
H -3.179568 5.824823 -2.551927
H -4.868855 5.640740 -2.188605
H -4.471049 7.700311 -0.554766
H -4.056565 9.183475 -1.439329
H -2.875689 7.857900 -1.284455
H -3.535324 7.367741 -4.901676
H -2.635247 6.228272 -5.243201
C 3.090216 2.835192 0.769186
C 4.493774 3.342620 0.421716
C 5.292756 3.987969 1.576226
O 4.643355 5.136804 2.009660
C 5.452916 5.895293 2.891518
N 5.228509 2.102516 0.012156
H 2.451179 3.499365 1.351082
H 3.167881 1.982991 1.444339
H 2.536929 2.458817 -0.091227
H 4.700603 4.032468 -0.396472
H 6.365281 4.092869 1.412497
H 5.101526 3.229217 2.335062
H 5.848460 5.325716 3.732491
H 4.910219 6.717515 3.357910
H 6.379819 6.228622 2.424795
H 4.639300 1.315569 0.243750
H 6.229318 1.982670 0.076334
C 7.828210 0.365086 0.634250
C 9.161512 -0.174932 1.173662
C 9.096456 -0.034914 2.722135
O 10.405715 -0.355540 3.221104
C 10.408469 -0.406490 4.740566
N 9.248625 -1.551307 0.702298
H 6.928492 -0.095567 1.042178
H 7.863859 0.091360 -0.420223
H 7.699565 1.446335 0.683619
H 9.972051 0.409464 0.738206
H 8.366152 -0.749695 3.101418
H 8.870506 0.982691 3.040765
H 11.432570 -0.376229 5.112598
H 9.999249 -1.393025 4.958247
H 9.907465 0.414071 5.254175
H 10.075907 -1.997466 1.071949
H 8.505873 -2.147898 1.037692
C 2.807287 0.651059 -6.769664
C 3.908452 1.764055 -6.829088
C 4.613101 2.063432 -5.478498
O 3.757024 2.573793 -4.487696
C 4.363830 2.468917 -3.162284
N 4.947029 1.265087 -7.729441
H 3.163481 -0.360089 -6.572684
H 2.160762 0.546154 -7.640926
H 2.086642 0.861758 -5.979499
H 3.570623 2.763015 -7.104869
H 5.559672 2.599174 -5.549967
H 5.026287 1.098302 -5.185433
H 3.477343 2.689618 -2.567684
H 5.175375 3.186448 -3.041312
H 4.690281 1.442121 -2.997343
H 4.493412 0.992547 -8.589701
H 5.363525 0.451748 -7.299183
C -5.335014 0.481511 8.246827
C -6.380072 0.923125 7.222293
C -5.783785 1.272331 5.869703
O -5.201097 2.539425 6.022670
C -4.758912 3.119234 4.755435
N -7.209605 -0.213741 7.142796
H -4.947845 -0.502592 7.982746
H -5.711356 0.437563 9.268853
H -4.445861 1.098197 8.377969
H -6.825851 1.793429 7.703898
H -6.536806 1.281653 5.081680
H -4.976602 0.615216 5.546072
H -5.221961 4.088262 4.569246
H -5.013121 2.471610 3.916354
H -3.676725 3.169418 4.875656
H -7.540065 -0.368339 8.084605
H -8.058472 0.118502 6.707888
C -3.832000 -3.484874 3.932610
C -3.100227 -3.311091 2.605559
C -3.226594 -1.791183 2.173275
O -4.591416 -1.377253 2.011720
C -4.909278 -0.004756 1.753765
N -1.709341 -3.563492 3.012432
H -3.724303 -4.523275 4.246013
H -4.915454 -3.454686 3.817162
H -3.586984 -2.885623 4.809518
H -3.510475 -4.012472 1.879024
H -2.790052 -1.689612 1.179693
H -2.654236 -1.078565 2.767164
H -5.972596 0.175005 1.912288
H -4.721580 0.227248 0.705407
H -4.344061 0.576549 2.482267
H -1.607256 -4.502991 3.368845
H -1.604733 -2.995746 3.841168
C -8.801603 4.471888 -1.916387
C -8.674314 3.264230 -2.857837
C -8.169799 3.655728 -4.318931
O -7.899308 2.459571 -5.083230
C -7.819354 2.731804 -6.545094
N -7.701428 2.352914 -2.237182
H -7.995839 5.169116 -2.145980
H -8.844419 4.345746 -0.834553
H -9.758379 4.950318 -2.125639
H -9.681955 2.854273 -2.926361
H -7.328388 4.262267 -3.983910
H -8.953997 4.232642 -4.809131
H -8.393559 3.609058 -6.843100
H -8.058715 1.928380 -7.241743
H -6.826615 3.029356 -6.882797
H -8.123946 1.443540 -2.116253
H -7.046404 2.216542 -2.993782
C -1.474855 1.090221 -4.949477
C -1.084199 -0.300366 -5.516901
C 0.039347 -0.931138 -4.720216
O 0.552150 -2.026537 -5.455053
C 1.437357 -2.818060 -4.706459
N -2.338769 -1.004555 -5.575391
H -2.276541 1.504210 -5.561053
H -0.680696 1.836552 -4.929153
H -1.895264 0.936404 -3.955654
H -0.758295 -0.061232 -6.529180
H -0.434481 -1.173915 -3.769091
H 0.801823 -0.224950 -4.391529
H 2.155925 -2.180890 -4.190924
H 2.078264 -3.424981 -5.345981
H 0.921647 -3.464543 -3.996382
H -2.401091 -1.957341 -5.904645
H -3.058080 -0.437455 -6.000952
C -0.467695 5.284234 0.355535
C 0.054066 6.151166 1.517004
O -0.918915 5.995546 2.457376
H -0.617586 4.228189 0.580040
H 0.172483 5.229437 -0.524965
H -1.359085 5.670012 -0.139141
H 0.319836 7.196748 1.361346
H 0.934276 5.606736 1.858947
H -1.396400 6.819662 2.577530
C 1.437478 3.591855 5.148212
C 2.193223 4.582537 4.234198
O 1.606533 5.882153 4.426599
H 1.603975 3.858970 6.191776
H 1.782017 2.566162 5.016559
H 0.347959 3.585976 5.116070
H 1.795044 4.274788 3.267327
H 3.279340 4.500435 4.192926
H 0.838604 5.891356 3.850583
C -0.195851 5.002335 -5.571794
C -0.219079 6.037335 -4.511404
O -0.054343 7.304276 -5.071170
H -0.882960 5.366582 -6.335543
H -0.501051 3.974112 -5.377644
H 0.798758 4.934375 -6.012524
H 0.524648 5.911201 -3.724603
H -1.178994 6.063889 -3.995702
H 0.886724 7.424098 -5.218280
C -4.297809 4.678026 1.083872
C -5.538585 3.976795 0.468452
O -6.298359 3.463268 1.503687
H -3.530480 3.909039 1.173096
H -4.385393 5.206175 2.033348
H -3.884419 5.355674 0.336873
H -5.241554 3.132869 -0.154181
H -6.106254 4.534384 -0.276501
H -7.028468 2.925678 1.188212

Forces on atoms 1 to 6 (eV/Å):
C 1.48 -1.56 -1.32
C -0.46 -0.09 0.44
C 0.22 0.41 -1.84
O 0.31 0.70 1.88
C 0.32 -0.13 -1.01
N -0.72 -0.10 1.63

Output
E_HOMO   -8.396 eV
Relative energy (zero: lowest compared OMol25 entry of this formula, charge and spin)   5.869 eV
Kohn-Sham gap   8.88 eV
Maximum force   4.3 eV Å⁻¹
E_LUMO   0.479 eV